# 1
Entry from OMol25: 15 unconnected molecules or ions with the total composition C4H34O15 (ωB97M-V/def2-TZVPD).

HOMO-LUMO gap	8.6	eV
ΔE to the lowest compared entry with this formula, charge and spin	3.252	eV
E_LUMO	-0.1	eV
total energy	-35409.28995	eV

Element x y z (Å)
C (0.228, -3.751, 0.868)
C (-0.232, -2.470, 0.876)
C (-0.396, -1.776, -0.428)
C (-1.594, -2.081, -1.013)
O (-1.850, -1.606, -2.234)
H (0.478, -4.183, 1.813)
H (0.617, -4.400, 0.094)
H (-0.621, -2.145, 1.850)
H (0.300, -1.094, -0.825)
H (-2.497, -2.597, -0.767)
H (-1.088, -1.839, -2.902)
H (1.266, 1.546, 1.687)
H (2.157, 2.688, 1.454)
O (1.471, 2.207, 1.001)
H (-0.518, 1.205, -0.848)
H (-0.472, 2.280, -1.451)
O (-0.053, 1.455, -1.575)
H (0.744, -2.227, -3.799)
H (0.999, -1.472, -2.608)
O (0.425, -1.378, -3.376)
H (2.501, 1.242, -0.089)
H (1.773, 0.807, -1.259)
O (2.653, 0.690, -0.904)
H (2.385, 2.896, -3.095)
H (2.106, 2.716, -1.611)
O (2.133, 3.403, -2.317)
H (-3.100, 0.810, -0.953)
H (-3.080, 2.191, -1.577)
O (-2.865, 1.668, -0.816)
H (3.602, -1.582, 2.563)
H (2.504, -1.745, 1.568)
O (2.608, -1.797, 2.509)
H (2.562, -1.130, -1.042)
H (3.161, -2.531, -1.193)
O (2.323, -2.044, -1.245)
H (-1.030, 1.621, -4.591)
H (-1.651, 1.043, -3.345)
O (-1.836, 1.763, -3.992)
H (1.771, 0.032, 2.982)
H (1.012, 0.653, 4.166)
O (1.913, 0.693, 3.794)
H (-4.510, -0.795, 1.909)
H (-4.499, 0.684, 2.195)
O (-3.857, -0.069, 2.174)
H (1.087, -2.337, 3.482)
H (-0.254, -1.589, 3.790)
O (0.279, -2.306, 3.974)
H (-1.614, 0.465, 1.975)
H (-1.545, 0.512, 3.560)
O (-0.992, 0.730, 2.722)
H (-1.840, 3.732, -0.651)
H (-0.521, 3.634, 0.138)
O (-1.131, 4.264, -0.268)



# 2
Entry from OMol25: 14 unconnected molecules or ions with the total composition C4H34O15 (ωB97M-V/def2-TZVPD).

HOMO-LUMO gap (alpha / beta)	8.8 / 2.9	eV
E_LUMO (alpha / beta)	-4.4 / -10.2	eV
total energy	-35402.97570	eV
spin multiplicity	2
total charge	+1

Element x y z (Å)
O (-3.219, -0.036, 0.093)
C (-2.291, 0.272, 0.795)
O (-1.995, -0.292, 1.965)
C (-1.424, 1.484, 0.566)
C (0.006, 1.054, 0.268)
C (0.889, 2.204, -0.103)
H (-2.735, -0.566, 2.537)
H (-1.561, 2.088, 1.464)
H (-1.834, 2.128, -0.213)
H (0.411, 0.575, 1.180)
H (0.042, 0.315, -0.539)
H (0.790, 2.792, -1.019)
H (1.985, 2.047, -0.022)
H (0.934, 2.973, 0.729)
H (0.726, 2.144, 4.048)
H (0.256, 3.495, 4.597)
O (0.332, 2.997, 3.773)
H (3.731, -4.462, 0.511)
H (2.417, -3.834, 1.135)
O (3.323, -4.084, 1.298)
H (1.422, -2.661, -0.348)
H (2.043, -1.833, -1.353)
O (2.357, -2.365, -0.600)
H (0.086, -1.403, -3.148)
H (0.488, -2.887, -3.022)
O (0.782, -1.987, -2.850)
H (1.542, -0.194, 3.868)
H (2.588, 0.541, 3.024)
O (1.866, 0.719, 3.643)
H (-0.589, -2.719, -1.635)
H (-0.851, -2.815, -0.110)
O (-0.190, -3.026, -0.772)
H (0.472, 1.969, -3.082)
H (0.481, 2.647, -4.501)
O (0.273, 1.841, -4.019)
H (-1.792, -1.301, -3.409)
H (-2.396, -2.719, -3.326)
O (-1.806, -2.117, -2.822)
H (3.610, -1.929, 1.882)
H (2.552, -1.587, 0.805)
O (2.851, -1.342, 1.743)
H (-3.265, 0.980, -1.486)
H (-4.148, 0.587, -2.558)
O (-3.526, 1.308, -2.363)
H (1.755, -1.808, 3.076)
H (0.257, -1.835, 3.358)
O (1.099, -1.817, 3.824)
H (-1.124, 0.636, -4.481)
H (-2.310, 0.799, -3.609)
O (-1.920, 0.128, -4.227)
H (-0.567, 3.945, 2.242)
H (-1.725, 4.814, 1.746)
O (-1.102, 4.136, 1.446)



# 3
Entry from OMol25: a molecular structure, C4H35NO14 (ωB97M-V/def2-TZVPD).

HOMO-LUMO gap	9.9	eV
ΔE to the lowest compared entry with this formula, charge and spin	6.213	eV
E_LUMO	0.1	eV
total energy	-34868.06718	eV

Element x y z (Å)
C (-1.396, 0.590, 0.282)
N (-0.445, 0.920, 1.170)
C (-0.686, 1.920, 2.247)
C (-0.154, 3.254, 1.811)
C (1.352, 3.363, 1.553)
O (-2.480, 1.155, 0.231)
H (-1.151, -0.310, -0.291)
H (0.497, 0.572, 1.090)
H (-1.742, 1.835, 2.418)
H (-0.163, 1.406, 3.055)
H (-0.665, 3.513, 0.882)
H (-0.440, 4.108, 2.430)
H (1.950, 2.549, 1.986)
H (1.825, 4.271, 1.912)
H (1.536, 3.231, 0.484)
H (-5.026, -1.931, 1.776)
H (-4.306, -1.683, 0.496)
O (-4.379, -1.327, 1.394)
H (-4.169, 1.202, -2.312)
H (-3.818, 0.955, -0.833)
O (-4.450, 0.699, -1.543)
H (4.934, -1.087, -0.322)
H (4.564, -0.063, -1.274)
O (4.546, -1.027, -1.196)
H (1.810, -1.462, 0.183)
H (0.862, -0.393, -0.326)
O (1.483, -0.546, 0.400)
H (-0.709, -0.751, -4.438)
H (-0.066, 0.578, -3.963)
O (-0.626, 0.183, -4.636)
H (1.201, -2.426, -1.412)
H (2.729, -2.282, -1.425)
O (2.015, -2.769, -0.984)
H (2.988, -0.191, 2.807)
H (4.127, 0.093, 4.015)
O (3.643, 0.355, 3.238)
H (-1.058, -2.032, -0.817)
H (-1.031, -2.010, -2.341)
O (-0.453, -1.908, -1.576)
H (1.898, -3.876, 0.494)
H (2.760, -3.981, 1.830)
O (2.198, -4.451, 1.217)
H (-4.230, -2.285, -2.064)
H (-3.968, -0.882, -1.988)
O (-3.508, -1.699, -2.314)
H (2.222, 2.533, 1.022)
H (2.213, 1.413, -0.073)
O (2.686, 2.187, 0.262)
H (-2.440, -3.389, 0.902)
H (-2.354, -1.888, 0.945)
O (-2.115, -2.645, 0.393)
H (0.081, 2.008, -2.730)
H (0.995, 2.611, -1.783)
O (0.911, 1.791, -2.282)



# 4
Entry from OMol25: a molecular structure, C4H36CdF12N2O26S4 (ωB97M-V/def2-TZVPD).

HOMO-LUMO gap (alpha / beta)	2.9 / 9.6	eV
E_LUMO (alpha / beta)	1.9 / 1.7	eV
total energy	-141459.92724	eV
spin multiplicity	2
total charge	-1

Element x y z (Å)
Cd (6.018, -19.675, -6.337)
C (5.080, -16.055, -8.102)
F (3.846, -16.061, -7.585)
F (5.283, -14.983, -8.908)
F (6.036, -15.929, -7.109)
S (5.468, -17.754, -8.986)
O (4.193, -18.411, -9.052)
O (5.986, -17.438, -10.328)
N (6.606, -18.487, -7.865)
S (8.023, -17.947, -8.257)
O (8.175, -16.654, -8.891)
O (8.968, -18.089, -7.120)
C (8.607, -19.256, -9.555)
F (7.870, -20.389, -9.530)
F (8.660, -18.690, -10.730)
F (9.873, -19.484, -9.401)
C (5.598, -21.423, -2.961)
F (5.110, -20.512, -2.096)
F (6.704, -20.837, -3.578)
F (5.953, -22.529, -2.294)
S (4.341, -21.810, -4.410)
O (4.934, -22.794, -5.273)
O (3.095, -22.211, -3.819)
N (4.369, -20.253, -5.296)
S (3.060, -19.487, -5.004)
O (2.474, -19.686, -3.667)
O (3.185, -18.075, -5.475)
C (1.700, -20.216, -6.305)
F (0.591, -19.384, -6.324)
F (2.233, -20.146, -7.542)
F (1.287, -21.375, -5.920)
O (5.078, -16.354, -4.043)
H (4.270, -16.217, -3.548)
H (5.324, -15.480, -4.347)
O (7.882, -20.742, -6.022)
H (8.139, -21.607, -6.343)
H (8.706, -20.323, -5.776)
O (10.900, -15.228, -9.627)
H (10.716, -14.294, -9.723)
H (10.396, -15.495, -8.858)
O (6.479, -18.290, -4.919)
H (5.812, -17.617, -4.779)
H (7.105, -18.160, -4.207)
O (2.451, -19.952, -10.357)
H (3.066, -19.518, -9.765)
H (1.942, -20.531, -9.790)
O (10.596, -22.800, -9.676)
H (10.884, -22.252, -8.946)
H (10.113, -22.203, -10.248)
O (5.873, -19.380, -12.178)
H (6.096, -18.573, -11.715)
H (5.525, -19.958, -11.498)
O (5.363, -21.560, -10.516)
H (4.643, -21.871, -11.065)
H (6.146, -21.952, -10.903)
O (7.004, -12.477, -7.863)
H (7.587, -12.226, -7.147)
H (6.410, -13.119, -7.474)
O (8.721, -17.916, -13.698)
H (8.513, -18.832, -13.512)
H (9.648, -17.925, -13.937)
O (0.921, -16.322, -5.443)
H (1.743, -16.740, -5.699)
H (0.387, -16.335, -6.237)
O (3.887, -13.192, -6.448)
H (3.048, -12.765, -6.275)
H (3.652, -14.080, -6.720)
O (10.419, -21.143, -11.889)
H (11.336, -21.235, -11.633)
H (10.184, -20.254, -11.623)
O (5.237, -21.239, -7.805)
H (4.542, -21.882, -7.667)
H (5.500, -21.362, -8.717)
O (3.254, -17.196, -11.624)
H (3.415, -18.130, -11.496)
H (3.061, -17.112, -12.558)
O (7.977, -15.039, -10.978)
H (8.344, -15.644, -10.332)
H (8.063, -15.500, -11.813)
O (2.827, -14.250, -10.737)
H (3.647, -13.892, -11.077)
H (2.872, -15.185, -10.934)
O (5.559, -13.062, -10.823)
H (5.384, -13.084, -11.764)
H (6.284, -13.673, -10.699)



# 5
Entry from OMol25: 15 unconnected molecules or ions with the total composition C4H37NO16 (ωB97M-V/def2-TZVPD).

HOMO-LUMO gap	9.9	eV
ΔE to the lowest compared entry with this formula, charge and spin	4.178	eV
E_LUMO	-0.4	eV
total energy	-38998.97256	eV

Element x y z (Å)
O (-0.276, -2.089, 0.343)
C (-0.338, -0.935, -0.080)
N (-1.206, -0.696, -1.123)
C (-1.405, 0.514, -1.869)
O (-1.260, 0.137, -3.259)
C (0.309, 0.310, 0.471)
C (1.728, 0.075, 0.970)
H (-1.718, -1.474, -1.524)
H (-2.379, 0.964, -1.800)
H (-0.605, 1.235, -1.715)
H (-0.375, 0.346, -3.606)
H (0.394, 1.152, -0.207)
H (-0.438, 0.633, 1.206)
H (2.291, 1.009, 1.035)
H (1.954, -0.722, 1.670)
H (2.265, -0.384, 0.127)
H (0.863, -2.876, 2.004)
H (2.200, -3.745, 1.910)
O (1.721, -3.059, 2.400)
H (-2.445, 3.643, -0.698)
H (-1.306, 3.175, 0.271)
O (-2.058, 2.861, -0.301)
H (5.041, -1.036, -0.871)
H (3.951, -2.092, -0.790)
O (4.520, -1.626, -1.416)
H (-1.192, -3.926, -1.135)
H (-2.147, -2.956, -0.807)
O (-1.904, -3.468, -1.600)
H (-4.380, 0.779, -0.896)
H (-3.962, 2.186, -0.747)
O (-4.588, 1.649, -1.250)
H (2.294, 2.178, -1.177)
H (2.035, 3.633, -1.309)
O (2.146, 2.977, -0.620)
H (1.759, -0.393, 4.174)
H (2.276, -1.857, 3.961)
O (2.172, -1.141, 4.615)
H (1.617, -2.924, -0.534)
H (1.773, -2.976, -2.142)
O (2.216, -3.088, -1.272)
H (0.186, 1.140, 3.532)
H (0.079, 2.616, 3.429)
O (-0.423, 1.865, 3.741)
H (-2.399, 2.644, 2.656)
H (-2.975, 3.174, 1.297)
O (-3.084, 3.217, 2.283)
H (-0.244, 4.128, 1.853)
H (0.472, 3.586, 0.680)
O (-0.152, 3.291, 1.354)
H (1.857, -0.225, -2.416)
H (3.228, -0.502, -2.203)
O (2.576, 0.212, -1.964)
H (-3.042, -0.162, 1.408)
H (-4.168, -1.367, 1.187)
O (-3.312, -0.960, 0.943)
H (-0.438, -2.770, -2.770)
H (-0.076, -3.056, -4.123)
O (0.371, -2.826, -3.298)



# 6
Entry from OMol25: 16 unconnected molecules or ions with the total composition C4H37O17 (ωB97M-V/def2-TZVPD).

HOMO-LUMO gap	9.5	eV
ΔE to the lowest compared entry with this formula, charge and spin	0.000	eV
E_LUMO	2.3	eV
total energy	-39557.71798	eV
total charge	-1

Element x y z (Å)
O (0.718, -0.225, 2.374)
C (0.594, -0.951, 1.365)
O (1.405, -1.683, 0.749)
C (-0.789, -0.950, 0.683)
C (-1.322, 0.440, 0.274)
C (-2.878, 0.229, 0.134)
H (-1.487, -1.327, 1.443)
H (-0.706, -1.521, -0.257)
H (-1.074, 0.828, -0.734)
H (-1.250, 1.356, 0.917)
H (-3.138, -0.271, -0.829)
H (-3.538, -0.163, 0.919)
H (-3.299, 1.290, 0.004)
H (3.690, -1.244, -1.786)
H (3.082, -0.672, -0.509)
O (2.934, -0.709, -1.484)
H (-3.525, -2.066, -2.085)
H (-1.939, -1.932, -2.429)
O (-2.896, -1.786, -2.682)
H (-0.459, 3.251, 1.204)
H (0.758, 3.748, 1.887)
O (0.231, 3.876, 1.147)
H (0.020, 2.152, 3.929)
H (-0.036, 0.911, 2.915)
O (-0.341, 1.890, 3.091)
H (1.825, -2.151, 3.260)
H (0.745, -1.500, 3.793)
O (1.070, -2.445, 3.729)
H (-0.250, 3.064, -3.370)
H (-0.470, 2.491, -1.982)
O (-0.888, 2.620, -2.822)
H (1.909, 0.548, -2.701)
H (1.133, 1.592, -2.132)
O (1.428, 1.152, -3.036)
H (-1.288, 0.883, -3.885)
H (-0.068, -0.053, -4.235)
O (-1.025, 0.049, -4.392)
H (1.243, -3.349, -0.313)
H (0.162, -3.504, 0.725)
O (0.330, -3.755, -0.201)
H (3.087, -1.174, 1.272)
H (3.673, 0.246, 1.291)
O (3.837, -0.636, 0.990)
H (-3.253, 0.703, 3.091)
H (-2.259, 1.791, 3.295)
O (-3.240, 1.629, 3.111)
H (2.028, -1.892, -2.517)
H (0.429, -2.129, -2.441)
O (1.244, -2.289, -2.995)
H (-1.621, -3.968, 0.149)
H (-2.167, -3.168, 1.240)
O (-2.174, -4.159, 1.007)
H (1.764, 1.799, 0.298)
H (1.414, 1.113, 1.639)
O (2.156, 1.611, 1.145)
H (1.092, 3.663, -0.389)
H (1.745, 3.707, -1.797)
O (1.636, 3.038, -1.066)



Question: Number 6 is which compound?
Answer: C4H37O17



Question: Among the records above, which one has the highest total energy?
Answer: C4H35NO14